# 1
Molecular formula: C4H9N
Method: DFT, ωB97M-V with the def2-TZVPD basis set

Geometry as XYZ:
```
14
C4H9N, DFT ωB97M-V with the def2-TZVPD basis set
N -0.048 -0.845 0.998
C 1.181 -0.465 0.174
C 0.793 0.782 -0.615
C -0.762 0.887 -0.578
C -1.148 -0.414 0.082
H -0.219 -0.321 1.881
H 2.183 -0.436 0.835
H 1.303 -1.328 -0.526
H 1.380 1.701 -0.348
H 1.092 0.487 -1.618
H -1.352 1.656 -0.012
H -1.330 0.818 -1.487
H -2.085 -0.270 0.688
H -1.022 -1.130 -0.778
```

Properties
SMILES: C1CCNC1
Relative energy (zero: lowest compared OMol25 entry of this formula, charge and spin) in eV: 1.190
Total charge: 0
Orbital gap in eV: 10.00
Maximum force in hartree/bohr: 0.0574
2S+1: 1

# 2
Molecular formula: C3H5N2
Method: DFT, ωB97M-V with the def2-TZVPD basis set

Geometry as XYZ:
```
10
C3H5N2, DFT ωB97M-V with the def2-TZVPD basis set
C 1.296 -1.150 1.361
C -0.269 0.678 -0.609
C 0.509 -1.254 0.186
N 0.068 -1.161 1.576
N -1.327 1.430 -0.785
H 2.254 -0.999 1.857
H 0.653 0.985 -1.112
H 0.427 -1.951 -0.623
H -1.447 2.338 -1.291
H -2.165 1.084 -0.558
```

Properties
Relative energy (zero: lowest compared OMol25 entry of this formula, charge and spin) in eV: 6.309
Total charge: +1
Orbital gap in eV: 9.98
Maximum force in hartree/bohr: 0.0899
2S+1: 1

# 3
Molecular formula: C4H6OS2
Method: DFT, ωB97M-V with the def2-TZVPD basis set

Geometry as XYZ:
```
13
C4H6OS2, DFT ωB97M-V with the def2-TZVPD basis set
C 0.249 0.726 0.447
C -0.294 -0.645 0.214
C 0.182 1.649 -0.734
C 0.672 -1.760 0.441
O 0.752 1.010 1.505
S -1.855 -1.048 -0.171
S -2.908 0.553 -0.191
H 0.822 2.510 -0.560
H -0.846 1.988 -0.847
H 0.468 1.135 -1.648
H 0.713 -1.990 1.506
H 1.675 -1.469 0.134
H 0.371 -2.658 -0.095
```

Properties
Relative energy (zero: lowest compared OMol25 entry of this formula, charge and spin) in eV: 1.170
Total charge: 0
Orbital gap (spin up / spin down) in eV: 7.43 / 7.43
Maximum force in hartree/bohr: 0.0380
2S+1: 1

# 4
Molecular formula: H24O12
Method: DFT, ωB97M-V with the def2-TZVPD basis set

Geometry as XYZ:
```
36
H24O12, DFT ωB97M-V with the def2-TZVPD basis set
O 4.613 10.272 4.183
H 4.802 9.634 3.461
H 5.053 11.089 3.911
O 7.662 10.671 1.452
H 7.073 11.310 1.903
H 7.455 10.788 0.503
O 2.849 12.535 -1.780
H 3.058 11.965 -1.031
H 1.907 12.707 -1.694
O 6.087 12.584 2.768
H 5.324 13.004 2.326
H 6.657 13.311 3.046
O 1.303 11.825 0.597
H 0.791 11.242 1.169
H 2.152 11.928 1.051
O 4.261 10.559 0.125
H 4.586 10.584 1.039
H 3.756 9.735 0.074
O 5.989 7.778 -1.397
H 5.202 7.500 -0.908
H 6.092 7.130 -2.103
O 6.557 11.908 -0.762
H 6.347 12.847 -0.766
H 5.692 11.457 -0.667
O 3.088 9.512 -2.893
H 2.358 8.903 -2.735
H 3.814 9.182 -2.345
O 3.584 7.377 0.236
H 3.348 7.097 1.129
H 2.945 6.935 -0.339
O 5.927 8.641 2.387
H 6.010 7.896 1.782
H 6.699 9.215 2.168
O 3.676 13.409 1.623
H 3.003 13.913 1.142
H 3.349 13.373 2.535
```

Properties
SMILES: O.O.O.O.O.O.O.O.O.O.O.O
Relative energy (zero: lowest compared OMol25 entry of this formula, charge and spin) in eV: 1.083
Total charge: 0
Orbital gap in eV: 10.24
Maximum force in hartree/bohr: 0.0137
2S+1: 1

# 5
Molecular formula: C48H34Cl5N2OP2S2Ti
Method: DFT, ωB97M-V with the def2-TZVPD basis set

Geometry as XYZ:
```
95
C48H34Cl5N2OP2S2Ti, DFT ωB97M-V with the def2-TZVPD basis set
Ti -0.996 0.002 -1.073
O 0.083 1.763 -4.013
S 0.545 1.378 -2.674
C 2.045 0.394 -2.860
C 2.879 0.808 -3.889
C 4.086 0.164 -4.099
C 4.469 -0.865 -3.250
C 3.622 -1.282 -2.237
C 2.369 -0.697 -2.049
P 1.213 -1.406 -0.819
C 0.962 -3.190 -1.081
C 1.914 -4.096 -1.545
C 1.598 -5.438 -1.659
C 0.336 -5.898 -1.299
C -0.609 -5.008 -0.822
C -0.296 -3.658 -0.719
C 2.204 -1.399 0.713
C 3.362 -0.630 0.830
C 4.135 -0.702 1.979
C 3.740 -1.513 3.034
C 2.567 -2.249 2.940
C 1.805 -2.203 1.780
C 1.234 2.845 -1.912
C 1.663 3.853 -2.757
C 2.254 4.983 -2.211
C 2.408 5.082 -0.837
C 1.930 4.083 0.003
C 1.306 2.955 -0.522
P 0.588 1.630 0.493
C -1.186 1.685 0.251
C -1.885 2.950 -0.002
C -3.195 3.244 0.060
C -4.286 2.363 0.461
C -4.175 1.374 1.346
C -1.739 0.631 1.248
C 0.828 2.076 2.236
C 1.460 1.204 3.117
C 1.539 1.516 4.468
C 0.986 2.693 4.943
C 0.332 3.559 4.072
C 0.243 3.248 2.726
H 2.567 1.623 -4.530
H 4.732 0.478 -4.907
H 5.427 -1.350 -3.380
H 3.949 -2.066 -1.568
H 2.898 -3.769 -1.846
H 2.340 -6.131 -2.032
H 0.097 -6.949 -1.391
H -1.592 -5.353 -0.530
H -1.044 -2.973 -0.339
H 3.676 0.014 0.017
H 5.043 -0.117 2.052
H 4.345 -1.571 3.930
H 2.247 -2.874 3.763
H 0.906 -2.802 1.713
H 1.518 3.750 -3.825
H 2.598 5.777 -2.859
H 2.886 5.952 -0.407
H 2.038 4.191 1.073
H -1.241 3.735 -0.392
H -3.487 4.231 -0.282
H -5.249 2.553 0.000
H -5.028 0.747 1.576
H -0.964 0.320 1.957
H 1.874 0.274 2.755
H 2.029 0.830 5.147
H 1.050 2.936 5.996
H -0.114 4.471 4.445
H -0.292 3.912 2.056
Cl -3.083 1.156 -2.181
C -2.713 -0.114 -3.332
C -1.542 -0.794 -3.062
C -1.150 -1.664 -4.082
Cl 0.378 -2.469 -4.002
C -1.932 -1.895 -5.214
Cl -1.421 -2.999 -6.426
C -3.147 -1.223 -5.378
Cl -4.128 -1.513 -6.749
C -3.543 -0.290 -4.427
Cl -4.987 0.614 -4.603
N -3.984 -1.391 5.494
C -3.259 -1.892 4.487
S -2.394 -3.287 4.592
C -3.239 -1.081 3.233
C -3.071 0.245 3.309
C -2.906 1.138 2.114
N -2.038 -0.534 0.387
C -2.866 -1.568 0.777
C -3.364 -1.842 1.989
H -4.011 -1.885 6.371
H -4.595 -0.605 5.353
H -2.957 0.702 4.285
H -2.557 2.115 2.472
H -3.111 -2.244 -0.036
H -3.927 -2.763 2.067
```

Properties
Total charge: +1
Orbital gap (spin up / spin down) in eV: 6.90 / 6.89
Maximum force in hartree/bohr: 0.0138
2S+1: 1

# 6
Molecular formula: C5H11N
Method: DFT, ωB97M-V with the def2-TZVPD basis set

Geometry as XYZ:
```
17
C5H11N, DFT ωB97M-V with the def2-TZVPD basis set
C 1.207 0.772 -1.441
N 0.965 -0.140 -0.305
C -0.117 -1.114 -0.573
C -1.343 -0.738 0.263
C -0.768 0.042 1.443
C 0.583 0.594 0.934
H 2.160 0.500 -1.893
H 1.243 1.818 -1.139
H 0.421 0.710 -2.200
H -0.327 -1.108 -1.637
H 0.184 -2.116 -0.272
H -1.840 -1.643 0.545
H -2.126 -0.158 -0.225
H -0.675 -0.483 2.394
H -1.381 0.899 1.723
H 0.439 1.645 0.703
H 1.374 0.520 1.679
```

Properties
SMILES: CN1CCCC1
Relative energy (zero: lowest compared OMol25 entry of this formula, charge and spin) in eV: 0.824
Total charge: 0
Orbital gap in eV: 9.50
Maximum force in hartree/bohr: 0.0231
2S+1: 1